[1]
This record from the Open Molecules 2025 dataset describes a 2-piece molecular cluster, CH2N2OS2 overall. The level of theory is wB97M-V/def2-TZVPD.

```
8
Properties=species:S:1:pos:R:3:mulliken_charge:R:1
S 2.7359 -1.0054 -0.5636 0.485
S 1.8950 0.4137 -1.6084 -0.129
O 1.8008 -1.6570 0.2941 -0.381
N -1.7076 0.6300 -0.2131 0.454
N -2.3767 0.7825 -1.1479 -0.578
C -1.0332 0.3561 0.8030 -0.210
H -0.1593 -0.4079 0.6096 0.141
H -1.1549 0.8879 1.8264 0.218
```

## Properties
* E_LUMO: -2.23 eV
* total charge: 0

[2]
This record from the Open Molecules 2025 dataset describes a 13-piece molecular cluster, C3H30NO14 overall. The level of theory is wB97M-V/def2-TZVPD.

```
48
Properties=species:S:1:pos:R:3:mulliken_charge:R:1
O -3.1321 0.1660 -1.7229 -0.671
O 1.8532 -3.3695 0.8322 -0.626
O 0.1794 1.6237 -1.4684 -0.606
O -0.9414 -0.5533 -4.2111 -0.625
O 2.5653 -0.3805 -0.9097 -0.716
O -0.8426 0.0093 0.4808 -0.588
O -0.8733 -3.8966 1.7554 -0.672
O 0.1488 -2.5959 -2.5809 -0.640
O -2.0676 3.6572 1.6227 -0.711
O 3.0587 3.7262 -1.2905 -0.608
O -1.8538 -1.5948 1.6076 -0.912
O 1.7600 0.7998 -3.3232 -0.741
O -2.8507 -2.0654 -1.1875 -0.770
O 2.4263 1.8923 0.6294 -0.659
N -0.3255 1.0311 3.1488 -0.063
C -0.2276 -0.4335 2.7682 -0.607
C -1.0842 -0.5879 1.5577 0.561
C 0.9153 1.6329 3.5900 -1.217
H 2.1889 0.1047 -1.6610 0.401
H -0.4966 -1.1768 3.5258 0.309
H 1.4927 -3.4489 1.7299 0.308
H -0.5991 -2.3754 -2.0058 0.364
H 1.0779 1.3744 -2.8132 0.473
H 2.6545 1.2286 -0.0391 0.592
H 2.1154 3.8620 -1.2603 0.320
H -0.7383 -0.2119 -3.3455 0.199
H -1.1585 -3.0794 1.2961 0.396
H 1.8116 1.4969 1.2536 0.112
H -2.2931 0.5964 -1.9234 0.302
H -2.6574 3.3076 0.9318 0.339
H 1.9105 1.1637 3.5298 0.355
H 1.9027 -1.0326 -0.6473 0.313
H -2.4958 -1.4927 -0.4172 0.469
H 0.5384 -1.9587 -3.1916 0.314
H -3.1288 -0.6943 -2.2084 0.355
H 0.0366 0.9764 -0.7303 0.481
H 1.2648 0.1944 -3.8957 0.263
H -1.6980 -4.2575 2.0875 0.257
H 1.0628 -3.3658 0.2849 0.309
H -1.1101 1.1735 3.7532 0.266
H 1.1146 2.5168 2.9627 0.373
H 0.9359 2.1098 4.5605 0.354
H 3.1823 2.8071 -1.0585 0.276
H 0.8199 -0.6815 2.5400 0.200
H -1.5204 -1.3087 -4.2894 0.329
H -1.5541 2.8228 1.7523 0.322
H -3.7754 -2.1800 -0.9707 0.275
H 0.4080 2.4680 -1.0496 0.246
```

## Properties
* E_LUMO: 2.67 eV
* total charge: -1

[3]
This record from the Open Molecules 2025 dataset describes C31H47AlNO2P2S2 as an isolated structure. The level of theory is wB97M-V/def2-TZVPD.

```
86
Properties=species:S:1:pos:R:3:mulliken_charge:R:1
S -1.5713 1.6337 1.5108 -0.670
S 0.7755 3.5878 4.3841 1.024
P -1.1600 -0.3756 -1.2560 1.052
P 1.4934 0.9058 0.0963 1.350
Al -0.3671 -0.2587 0.9843 -0.695
O 1.7209 2.6926 5.0225 -0.564
O 1.0929 4.9856 4.3043 -0.652
N 0.3027 2.9559 2.8926 -0.580
C -2.4875 3.1070 6.7726 -0.512
C 1.0296 -1.1444 3.1888 -0.092
C 1.3337 -0.6020 -5.4312 -0.116
C 2.4006 2.1407 1.0427 -0.867
C 1.6189 -3.8896 0.7561 -1.918
C -1.6447 2.6648 4.1388 0.271
C 0.7915 1.7544 -1.3813 -1.458
C 0.3605 1.7300 -5.5405 -0.420
C 1.2754 0.6665 -5.0050 -0.481
C -1.0246 1.2418 -6.0568 -1.232
C -0.8249 3.3104 5.0620 0.076
C -2.9143 2.2385 4.5303 -0.322
C 1.1103 -2.7206 1.5089 0.439
C -1.7407 0.2476 -5.1892 -0.014
C -0.9136 2.4482 2.8925 0.719
C -3.3262 2.4396 5.8555 -0.686
C 0.6018 -1.1499 -6.6244 -0.949
C -1.5222 -1.2340 3.6852 -1.702
C -0.6945 -1.9497 -2.0572 -0.928
C 1.8872 -1.9261 2.3809 0.222
C -1.2197 3.5484 6.3694 -0.647
C -0.2680 -2.3817 1.6862 1.044
C 2.7879 -0.1960 -0.5436 -1.375
C 3.3631 -2.0381 2.5471 -1.657
C -0.7986 -1.7741 -6.3477 -0.914
C -0.3400 -1.3795 2.7764 2.378
C -0.2110 0.9045 -2.1869 0.086
C -1.6365 -1.0857 -5.3131 -0.564
C -2.8937 -0.0861 -1.6728 -1.453
C 1.4407 -0.3752 4.3804 -1.721
C -1.3871 -3.2968 1.3279 -1.725
H 0.8850 -4.2385 0.0256 0.364
H 2.2431 0.3420 4.1543 0.319
H -2.3505 -2.7697 1.3056 0.380
H -4.2984 2.0693 6.1930 0.398
H -1.6660 2.1361 -6.1263 0.408
H -0.9052 0.8651 -7.0819 0.322
H 1.6391 2.0452 -2.0231 0.689
H -2.2720 -1.7486 -4.7134 0.714
H -0.7835 -1.8708 -3.1528 -0.083
H 0.3137 2.6773 -1.0170 0.332
H 0.3107 0.3556 -2.9830 -0.702
H 3.1454 1.6355 1.6704 0.410
H -1.5618 -0.2196 4.0994 0.244
H 3.8312 -2.4514 1.6442 0.420
H 3.6136 -2.7049 3.3865 0.360
H 1.2229 -1.9525 -7.0530 0.400
H 2.8967 2.8447 0.3598 0.487
H 3.3314 0.3049 -1.3572 0.590
H 1.7973 -1.0525 5.1724 0.395
H -3.5190 -0.6933 -1.0096 0.433
H -2.4682 0.6769 -4.4882 0.612
H 0.3354 -2.2262 -1.7993 0.142
H 0.2009 2.4712 -4.7410 0.301
H 0.4968 -0.3889 -7.4090 0.327
H -3.5331 1.7614 3.7749 0.497
H -1.3214 -1.8138 -7.3218 0.373
H -2.4591 -1.4132 3.1453 0.329
H -0.9300 1.5682 -2.6919 0.787
H -1.3662 -2.7429 -1.6966 0.446
H 2.5482 -3.6585 0.2226 0.429
H -3.1432 0.9686 -1.5064 0.477
H -0.6631 -2.8208 -6.0343 0.330
H 3.4831 -0.4313 0.2728 0.378
H -1.4669 -4.1062 2.0767 0.365
H -0.5452 4.0867 7.0305 0.454
H 3.8155 -1.0585 2.7582 0.374
H 2.0197 -1.3077 -4.9408 0.399
H -1.4876 -1.9400 4.5320 0.376
H 1.6946 2.6901 1.7052 0.190
H 0.5968 0.1966 4.7831 0.318
H -1.2227 -3.7668 0.3479 0.386
H 1.9869 1.0084 -4.2385 0.397
H 1.8329 -4.7300 1.4327 0.353
H -3.1006 -0.3634 -2.7147 0.362
H -2.8183 3.2822 7.7995 0.398
H 2.3628 -1.1367 -0.9127 0.141
H 0.8379 2.2807 -6.3710 0.436
```

## Properties
* E_LUMO: -3.09 eV
* total charge: +1

[4]
This record from the Open Molecules 2025 dataset describes a 2-piece molecular cluster, C5H9NO overall. The level of theory is wB97M-V/def2-TZVPD.

```
16
Properties=species:S:1:pos:R:3:mulliken_charge:R:1
O 0.7329 -1.5342 -2.4568 -0.642
N 0.8957 0.0715 0.1730 -0.176
C 1.1182 1.3667 -0.2409 -0.648
C -0.8367 1.2578 0.8432 -0.517
C -0.2531 -0.0056 0.9152 0.471
C -0.0009 2.1004 0.1496 -0.396
C -0.8405 -1.3391 1.2669 -1.129
H -0.2251 3.1301 -0.0595 0.412
H -1.7704 -1.5260 0.7225 0.286
H 1.3590 -0.7747 -0.0560 0.305
H 2.0864 1.7438 -0.5153 0.379
H -0.1630 -2.0909 0.8500 0.310
H -1.0211 -1.5723 2.3111 0.324
H -1.8481 1.4075 1.1946 0.406
H 0.3461 -0.9431 -1.7893 0.317
H 0.4206 -1.2918 -3.3082 0.298
```

## Properties
* SMILES string: Cc1ccc[nH]1.O
* E_LUMO: 0.91 eV
* total charge: 0

Result set for HOMO: -8.45; -6.37; -10.47; -8.06 eV, one per record in the order listed.
Result set for electronic energy: -27764.27173; -33754.91631; -85335.31034; -8868.03335 eV, one per record in the order listed.
Result set for largest force on an atom: 0.096; 0.066; 0.052; 0.050 Eh/bohr, one per record in the order listed.